C33H60N2O8 | wB97M-V/def2-TZVPD

Cartesian coordinates (Å):
C (-2.036, -0.078, -1.889)
N (-1.686, 1.254, -2.427)
C (-2.847, 2.113, -2.721)
C (-2.675, 2.779, -4.060)
C (-3.559, 2.649, -5.052)
C (-3.312, 3.312, -6.361)
O (-4.224, 3.675, -7.065)
C (-1.868, 3.492, -6.723)
C (-1.414, 3.534, -8.045)
N (-2.360, 3.418, -9.104)
C (-2.029, 2.833, -10.132)
O (-1.854, 2.213, -11.097)
C (-0.055, 3.705, -8.282)
C (0.853, 3.811, -7.245)
C (0.414, 3.776, -5.929)
C (-0.940, 3.623, -5.690)
C (-1.446, 3.597, -4.282)
O (-0.894, 4.190, -3.386)
H (-1.751, -0.847, -2.609)
H (-3.097, -0.182, -1.662)
H (-1.456, -0.237, -0.978)
H (-1.229, 1.085, -3.315)
H (-3.774, 1.534, -2.769)
H (-2.961, 2.883, -1.954)
H (-4.456, 2.059, -4.919)
H (0.314, 3.763, -9.300)
H (1.908, 3.936, -7.450)
H (1.100, 3.876, -5.100)
C (2.906, -0.033, 0.173)
C (1.436, 0.326, 0.033)
O (0.665, 0.035, 1.184)
C (1.025, 0.733, 2.364)
C (0.881, 2.240, 2.250)
H (3.017, -1.064, 0.516)
H (3.413, 0.075, -0.787)
H (3.415, 0.611, 0.891)
H (0.996, -0.269, -0.769)
H (1.315, 1.375, -0.256)
H (2.040, 0.460, 2.678)
H (0.349, 0.363, 3.137)
H (1.613, 2.666, 1.562)
H (1.031, 2.707, 3.224)
H (-0.112, 2.505, 1.884)
C (-3.012, 4.799, 4.938)
C (-1.960, 4.946, 3.851)
O (-2.269, 4.253, 2.657)
C (-3.448, 4.662, 1.989)
C (-3.419, 6.108, 1.521)
H (-3.242, 3.745, 5.105)
H (-2.650, 5.231, 5.871)
H (-3.942, 5.307, 4.677)
H (-1.019, 4.517, 4.195)
H (-1.768, 6.005, 3.643)
H (-4.330, 4.476, 2.613)
H (-3.529, 4.002, 1.124)
H (-3.443, 6.807, 2.358)
H (-4.286, 6.315, 0.893)
H (-2.513, 6.303, 0.946)
C (-1.502, -2.092, 2.693)
C (-0.172, -2.746, 3.021)
O (-0.130, -3.331, 4.313)
C (-1.047, -4.381, 4.549)
C (-0.850, -5.586, 3.641)
H (-1.796, -1.405, 3.488)
H (-1.425, -1.538, 1.758)
H (-2.298, -2.832, 2.583)
H (0.610, -1.988, 3.016)
H (0.101, -3.482, 2.256)
H (-2.078, -4.016, 4.483)
H (-0.883, -4.677, 5.586)
H (-1.106, -5.359, 2.605)
H (-1.487, -6.409, 3.967)
H (0.189, -5.916, 3.664)
C (1.603, -4.053, -5.894)
C (1.551, -2.657, -5.297)
O (0.398, -2.412, -4.512)
C (0.244, -3.235, -3.370)
C (1.363, -3.089, -2.354)
H (0.674, -4.277, -6.421)
H (2.432, -4.129, -6.598)
H (1.746, -4.818, -5.130)
H (1.512, -1.919, -6.099)
H (2.460, -2.452, -4.721)
H (0.119, -4.284, -3.661)
H (-0.696, -2.924, -2.912)
H (2.308, -3.487, -2.727)
H (1.116, -3.627, -1.438)
H (1.521, -2.036, -2.113)
C (2.450, -4.011, 5.941)
C (3.729, -3.512, 5.293)
O (4.474, -2.613, 6.096)
C (4.943, -3.133, 7.325)
C (5.899, -4.305, 7.173)
H (1.851, -3.175, 6.299)
H (1.863, -4.573, 5.219)
H (2.658, -4.666, 6.791)
H (3.481, -2.950, 4.391)
H (4.356, -4.355, 4.978)
H (4.103, -3.406, 7.974)
H (5.459, -2.304, 7.809)
H (5.396, -5.193, 6.788)
H (6.331, -4.564, 8.141)
H (6.706, -4.052, 6.484)

Values from the calculation:
total charge	0
electronic energy	-54551.0759	eV
structure (SMILES)	CNCC1=CC(=O)c2c(N=C=O)cccc2C1=O.CCOCC.CCOCC.CCOCC.CCOCC.CCOCC
E_LUMO	-0.9	eV
highest occupied orbital energy	-9.05	eV
Kohn-Sham gap	8.1	eV

Löwdin population analysis, charges in e, atoms 1 to 4: C -0.095; N -0.081; C -0.176; C -0.128


C4H3N6O4 | wB97M-V/def2-TZVPD

Cartesian coordinates (Å):
C (-0.378, 0.796, -0.214)
C (-1.168, -0.411, -0.865)
C (0.011, -0.085, 0.989)
C (1.101, 0.985, -0.353)
N (-0.808, -1.190, 0.313)
N (-0.879, -1.670, -1.572)
N (1.422, 0.409, 0.751)
N (-0.439, 0.110, 2.398)
N (2.004, 1.464, -1.434)
N (-0.633, -2.246, -0.509)
O (-0.561, 1.257, 2.633)
O (-0.691, -0.886, 2.975)
O (2.046, 0.641, -2.264)
O (2.553, 2.479, -1.300)
H (-1.059, 1.554, -0.112)
H (-2.275, -0.029, -0.986)
H (-0.247, -3.179, -0.451)

Values from the calculation:
total charge	+1
electronic energy	-21304.9483	eV
E_LUMO (spin up / spin down)	-6.7 / -6.7	eV
highest occupied orbital energy (spin up / spin down)	-15.42 / -15.42	eV
Kohn-Sham gap (spin up / spin down)	8.7 / 8.7	eV
energy relative to the best compared isomer or geometry (same formula, charge and spin)	0.000	eV

Löwdin population analysis, charges in e, atoms 1 to 4: C -0.002; C -0.091; C -0.192; C -0.080


C16H19N5O4S2 | wB97M-V/def2-TZVPD

Cartesian coordinates (Å):
C (3.407, -2.996, -1.795)
N (2.090, -2.387, -1.880)
C (1.068, -2.962, -1.126)
O (1.248, -3.952, -0.436)
C (-0.152, -2.240, -1.285)
C (-0.237, -1.080, -2.041)
N (-1.459, -0.524, -1.927)
C (-2.103, -1.310, -1.084)
S (-3.693, -0.945, -0.480)
C (-3.401, 0.827, -0.162)
C (-2.634, 1.007, 1.145)
N (-1.371, 0.302, 1.078)
S (-0.039, 1.093, 0.458)
O (0.957, 0.088, 0.239)
O (-0.478, 1.914, -0.627)
C (0.477, 2.147, 1.807)
C (0.095, 3.474, 1.820)
C (0.459, 4.271, 2.894)
C (1.198, 3.730, 3.934)
C (1.583, 2.398, 3.906)
C (1.218, 1.598, 2.836)
N (-1.379, -2.369, -0.670)
C (-1.782, -3.425, 0.214)
N (0.810, -0.606, -2.755)
C (0.689, 0.650, -3.464)
C (2.033, -1.231, -2.647)
O (3.017, -0.817, -3.221)
H (3.307, -3.911, -1.216)
H (4.102, -2.313, -1.307)
H (3.774, -3.212, -2.798)
H (-4.376, 1.309, -0.111)
H (-2.819, 1.201, -1.002)
H (-2.462, 2.079, 1.309)
H (-3.220, 0.613, 1.978)
H (-1.134, -0.277, 1.864)
H (-0.461, 3.864, 0.982)
H (0.170, 5.311, 2.917)
H (1.483, 4.353, 4.769)
H (2.167, 1.986, 4.714)
H (1.514, 0.563, 2.771)
H (-2.398, -4.154, -0.316)
H (-2.364, -3.010, 1.038)
H (-0.884, -3.918, 0.583)
H (0.287, 1.401, -2.784)
H (0.011, 0.529, -4.309)
H (1.680, 0.932, -3.813)

Values from the calculation:
total charge	0
electronic energy	-54212.6949	eV
structure (SMILES)	Cn1c(=O)c2c(nc(SCCNS(=O)(=O)c3ccccc3)n2C)n(C)c1=O
E_LUMO	0.2	eV
highest occupied orbital energy	-7.72	eV
Kohn-Sham gap	8.0	eV

Löwdin population analysis, charges in e, atoms 1 to 4: C -0.007; N 0.037; C -0.372; O 0.056


C30H66N2O10S4 | wB97M-V/def2-TZVPD

Cartesian coordinates (Å):
C (2.050, 2.259, 0.572)
C (1.732, 2.692, 1.958)
N (1.430, 3.001, 3.040)
H (3.114, 2.136, 0.368)
H (1.631, 2.964, -0.146)
H (1.694, 1.261, 0.319)
C (-0.335, 2.938, -2.239)
C (-1.375, 4.010, -2.605)
N (-2.197, 4.718, -2.916)
H (-0.099, 2.252, -3.053)
H (-0.727, 2.328, -1.425)
H (0.522, 3.414, -1.764)
C (-2.525, -1.084, 1.043)
S (-1.886, -2.797, 1.197)
O (-3.045, -3.617, 0.600)
C (-2.008, -2.822, 3.057)
H (-2.495, -0.621, 0.057)
H (-1.973, -0.388, 1.675)
H (-3.586, -0.941, 1.245)
H (-3.038, -2.873, 3.408)
H (-1.497, -1.929, 3.418)
H (-1.437, -3.608, 3.553)
C (2.343, 0.799, -1.457)
S (3.498, 1.641, -2.638)
O (2.700, 2.502, -3.595)
C (4.147, 2.923, -1.477)
H (1.716, 1.546, -0.971)
H (2.919, 0.276, -0.693)
H (1.627, 0.075, -1.847)
H (3.488, 3.768, -1.279)
H (5.045, 3.405, -1.865)
H (4.407, 2.515, -0.500)
C (-0.399, 0.533, 1.272)
S (-0.189, 0.439, -0.555)
O (0.409, 1.759, -1.099)
C (1.110, -0.841, -0.546)
H (-1.129, 1.326, 1.435)
H (0.574, 0.737, 1.720)
H (-0.752, -0.394, 1.723)
H (1.980, -0.495, 0.012)
H (1.334, -0.928, -1.609)
H (0.898, -1.844, -0.177)
C (-0.794, 2.610, 1.201)
S (-0.338, 4.417, 1.086)
O (1.026, 4.501, 0.369)
C (-1.642, 4.699, -0.205)
H (-0.061, 2.107, 1.830)
H (-0.609, 2.055, 0.282)
H (-1.777, 2.427, 1.635)
H (-1.471, 5.732, -0.509)
H (-2.625, 4.626, 0.260)
H (-1.575, 4.045, -1.074)
C (-1.533, 1.668, 2.907)
C (-1.553, 0.231, 3.451)
O (-0.650, -0.586, 3.246)
C (-2.692, -0.179, 4.363)
H (-0.982, 1.741, 1.970)
H (-0.962, 2.397, 3.480)
H (-2.538, 2.054, 2.735)
H (-2.988, 0.598, 5.068)
H (-2.346, -0.972, 5.026)
H (-3.540, -0.544, 3.783)
C (0.853, -2.233, 1.644)
C (1.598, -2.044, 2.938)
O (2.525, -2.726, 3.212)
C (1.248, -0.932, 3.881)
H (-0.198, -2.523, 1.669)
H (1.296, -2.988, 0.996)
H (1.053, -1.343, 1.047)
H (0.324, -1.110, 4.431)
H (1.160, -0.085, 3.200)
H (2.096, -0.859, 4.561)
C (-2.218, 1.052, -1.054)
C (-2.804, 1.368, 0.265)
O (-2.721, 0.531, 1.166)
C (-3.500, 2.712, 0.377)
H (-1.436, 1.756, -1.341)
H (-3.056, 0.991, -1.748)
H (-1.732, 0.080, -0.972)
H (-3.986, 2.858, 1.342)
H (-4.256, 2.690, -0.407)
H (-2.764, 3.480, 0.137)
C (3.547, -2.411, -3.058)
C (2.772, -1.252, -2.459)
O (2.738, -1.080, -1.266)
C (1.909, -0.461, -3.419)
H (2.879, -2.848, -3.799)
H (3.725, -3.162, -2.288)
H (4.531, -2.153, -3.451)
H (2.461, -0.032, -4.256)
H (1.270, 0.281, -2.942)
H (1.205, -1.180, -3.837)
C (1.250, -5.177, -1.876)
C (1.521, -3.735, -2.331)
O (1.731, -3.441, -3.553)
C (1.319, -2.605, -1.336)
H (2.199, -5.585, -1.526)
H (0.863, -5.879, -2.615)
H (0.600, -5.077, -1.008)
H (0.445, -2.784, -0.711)
H (1.348, -1.614, -1.791)
H (2.118, -2.665, -0.598)
C (-1.965, -3.535, -1.070)
C (-1.082, -2.314, -1.059)
O (-0.495, -2.002, -0.013)
C (-1.025, -1.411, -2.263)
H (-2.647, -3.732, -0.243)
H (-1.262, -4.368, -1.111)
H (-2.559, -3.553, -1.983)
H (-2.018, -0.966, -2.327)
H (-0.674, -1.887, -3.179)
H (-0.210, -0.708, -2.096)

Values from the calculation:
total charge	0
electronic energy	-98886.9886	eV
E_LUMO	-0.8	eV
highest occupied orbital energy	-7.44	eV
Kohn-Sham gap	6.6	eV
energy relative to the best compared isomer or geometry (same formula, charge and spin)	81.371	eV

Löwdin population analysis, charges in e, atoms 1 to 4: C -0.105; C -0.230; N 0.188; H 0.077


C23H31N3O6S2 | wB97M-V/def2-TZVPD

Cartesian coordinates (Å):
C (-2.432, -2.317, 1.591)
O (-3.398, -1.895, 0.659)
C (-4.708, -1.919, 1.178)
C (-5.726, -1.480, 0.121)
N (-5.462, -0.194, -0.477)
C (-5.112, -0.104, -1.868)
C (-3.708, -0.625, -2.190)
O (-2.753, 0.378, -1.923)
C (-1.436, -0.107, -1.943)
S (-5.603, 1.203, 0.402)
O (-6.163, 0.841, 1.673)
O (-6.286, 2.177, -0.401)
C (-3.910, 1.744, 0.612)
C (-3.364, 2.648, -0.278)
C (-2.007, 2.910, -0.228)
C (-1.205, 2.227, 0.682)
C (0.273, 2.346, 0.588)
O (0.898, 3.366, 0.370)
N (0.897, 1.142, 0.726)
C (2.251, 0.996, 0.620)
S (3.287, 2.352, 0.431)
C (4.670, 1.294, 0.457)
C (4.335, -0.020, 0.574)
C (2.918, -0.217, 0.625)
C (2.129, -1.450, 0.577)
N (2.739, -2.558, 0.093)
O (0.944, -1.495, 0.910)
C (5.403, -1.064, 0.713)
C (6.216, -1.230, -0.577)
C (7.289, -0.153, -0.744)
C (6.756, 1.267, -0.932)
C (6.048, 1.840, 0.303)
C (-1.782, 1.379, 1.625)
C (-3.144, 1.155, 1.598)
H (-2.489, -1.734, 2.517)
H (-2.565, -3.378, 1.840)
H (-1.454, -2.169, 1.136)
H (-4.791, -1.254, 2.048)
H (-4.965, -2.940, 1.505)
H (-6.702, -1.443, 0.614)
H (-5.758, -2.218, -0.683)
H (-5.845, -0.661, -2.465)
H (-5.178, 0.951, -2.134)
H (-3.497, -1.510, -1.577)
H (-3.656, -0.908, -3.255)
H (-1.274, -0.843, -1.147)
H (-1.200, -0.572, -2.909)
H (-0.784, 0.750, -1.789)
H (-4.006, 3.121, -1.003)
H (-1.547, 3.600, -0.918)
H (0.401, 0.256, 0.863)
H (3.622, -2.510, -0.380)
H (2.173, -3.383, -0.020)
H (4.970, -2.014, 1.024)
H (6.085, -0.753, 1.510)
H (5.547, -1.209, -1.442)
H (6.714, -2.203, -0.562)
H (7.947, -0.173, 0.128)
H (7.897, -0.408, -1.616)
H (6.068, 1.291, -1.780)
H (7.602, 1.913, -1.174)
H (5.982, 2.925, 0.210)
H (6.643, 1.616, 1.194)
H (-1.169, 0.900, 2.375)
H (-3.626, 0.525, 2.326)

Values from the calculation:
total charge	0
electronic energy	-62780.1933	eV
structure (SMILES)	COCCN(CCOC)S(=O)(=O)c1ccc(C(=O)Nc2sc3c(c2C(N)=O)CCCCC3)cc1
E_LUMO	0.2	eV
highest occupied orbital energy	-8.00	eV
Kohn-Sham gap	8.2	eV
energy relative to the best compared isomer or geometry (same formula, charge and spin)	0.000	eV

Löwdin population analysis, charges in e, atoms 1 to 4: C -0.095; O -0.212; C -0.214; C -0.152


C3H3NO | wB97M-V/def2-TZVPD

Cartesian coordinates (Å):
C (-0.229, 0.051, -0.027)
C (-1.537, -0.323, 0.173)
N (-2.504, -1.239, 0.160)
C (-2.963, 0.011, -0.075)
O (-3.922, 0.711, -0.125)
H (-0.163, 0.149, -1.106)
H (0.568, -0.592, 0.382)
H (-0.132, 1.072, 0.477)

Values from the calculation:
total charge	0
electronic energy	-6694.4122	eV
structure (SMILES)	Cc1nc1=O
E_LUMO	0.3	eV
highest occupied orbital energy	-9.05	eV
Kohn-Sham gap	9.4	eV
energy relative to the best compared isomer or geometry (same formula, charge and spin)	2.080	eV

Löwdin population analysis, charges in e, atoms 1 to 4: C -0.043; C -0.179; N 0.236; C -0.443


Copy entry 3 word for word.
C16H19N5O4S2 | wB97M-V/def2-TZVPD

Cartesian coordinates (Å):
C (3.407, -2.996, -1.795)
N (2.090, -2.387, -1.880)
C (1.068, -2.962, -1.126)
O (1.248, -3.952, -0.436)
C (-0.152, -2.240, -1.285)
C (-0.237, -1.080, -2.041)
N (-1.459, -0.524, -1.927)
C (-2.103, -1.310, -1.084)
S (-3.693, -0.945, -0.480)
C (-3.401, 0.827, -0.162)
C (-2.634, 1.007, 1.145)
N (-1.371, 0.302, 1.078)
S (-0.039, 1.093, 0.458)
O (0.957, 0.088, 0.239)
O (-0.478, 1.914, -0.627)
C (0.477, 2.147, 1.807)
C (0.095, 3.474, 1.820)
C (0.459, 4.271, 2.894)
C (1.198, 3.730, 3.934)
C (1.583, 2.398, 3.906)
C (1.218, 1.598, 2.836)
N (-1.379, -2.369, -0.670)
C (-1.782, -3.425, 0.214)
N (0.810, -0.606, -2.755)
C (0.689, 0.650, -3.464)
C (2.033, -1.231, -2.647)
O (3.017, -0.817, -3.221)
H (3.307, -3.911, -1.216)
H (4.102, -2.313, -1.307)
H (3.774, -3.212, -2.798)
H (-4.376, 1.309, -0.111)
H (-2.819, 1.201, -1.002)
H (-2.462, 2.079, 1.309)
H (-3.220, 0.613, 1.978)
H (-1.134, -0.277, 1.864)
H (-0.461, 3.864, 0.982)
H (0.170, 5.311, 2.917)
H (1.483, 4.353, 4.769)
H (2.167, 1.986, 4.714)
H (1.514, 0.563, 2.771)
H (-2.398, -4.154, -0.316)
H (-2.364, -3.010, 1.038)
H (-0.884, -3.918, 0.583)
H (0.287, 1.401, -2.784)
H (0.011, 0.529, -4.309)
H (1.680, 0.932, -3.813)

Values from the calculation:
total charge	0
electronic energy	-54212.6949	eV
structure (SMILES)	Cn1c(=O)c2c(nc(SCCNS(=O)(=O)c3ccccc3)n2C)n(C)c1=O
E_LUMO	0.2	eV
highest occupied orbital energy	-7.72	eV
Kohn-Sham gap	8.0	eV

Löwdin population analysis, charges in e, atoms 1 to 4: C -0.007; N 0.037; C -0.372; O 0.056


> Look up the electronic energy of the sixth one.

-6694.4122 eV


> electronic energy of number 4 (C30H66N2O10S4)?

-98886.9886 eV


> Which of these has the highest total charge?

C4H3N6O4